This record from the Open Molecules 2025 dataset describes a molecular structure, C22H25INOV. The level of theory is ωB97M-V with the def2-TZVPD basis set.

Geometry (Å):
C  0.7831  -1.6408  -0.5050
C  -0.6415  -1.7338  -0.7284
C  -0.9748  -0.9087  -1.8542
H  -1.3758  -2.3564  -0.2129
C  0.2308  -0.3195  -2.3352
C  1.3232  -0.8014  -1.5337
H  0.2821  0.4009  -3.1670
C  0.2519  0.2223  2.3689
C  -0.5003  -0.9028  1.9312
C  -1.7545  -0.4329  1.4375
H  -0.1903  -1.9394  1.9991
C  -1.7630  0.9970  1.5339
C  -0.5258  1.3996  2.1698
H  -1.9697  -0.7548  -2.2912
H  2.3737  -0.6601  -1.7886
H  1.3647  -2.2834  0.1568
H  -0.2930  2.3975  2.5450
H  -2.6168  -1.0332  1.1448
H  1.2306  0.1730  2.8239
V  -0.1114  0.3566  0.1768
C  -2.9096  1.8354  0.9723
C  -2.7758  3.3048  1.3471
C  -4.2945  1.2329  1.1981
H  -2.8454  3.4857  2.4210
H  -3.5195  3.9412  0.8564
H  -1.7859  3.6702  1.0610
H  -4.5705  1.1116  2.2348
H  -4.4040  0.2385  0.7598
H  -5.0861  1.8457  0.7571
C  -2.7520  1.6776  -0.5862
C  -1.7243  2.6412  -1.1713
H  -3.7200  1.8607  -1.0610
H  -2.6022  0.5702  -0.8027
O  -0.6038  2.7272  -0.5806
N  -2.0657  3.5386  -2.2007
C  -1.9732  3.1126  -3.6285
H  -1.6785  4.4974  -2.0424
C  -2.7839  1.8588  -3.9106
C  -2.3330  0.9603  -4.8706
H  -1.4170  1.1876  -5.4057
C  -3.0534  -0.1958  -5.2045
H  -2.6831  -0.8686  -5.9776
C  -4.2593  -0.4844  -4.5716
H  -4.8502  -1.3673  -4.8568
C  -4.7534  0.4246  -3.6240
H  -5.6820  0.1953  -3.0909
C  -4.0672  1.6271  -3.3686
H  -4.5606  2.3883  -2.7487
H  -0.9034  2.9604  -3.8506
H  -2.3026  3.8914  -4.3422
I  2.1891  1.4946  0.1278

Results
E_HOMO (spin up / spin down) = -1.626 / -2.991 eV
Maximum force = 4.220 eV/Å
Total charge = -1
Orbital gap (spin up / spin down) = 0.1562 / 0.2062 Eh
Multiplicity = 4
Energy relative to the best compared isomer or geometry (same formula, charge and spin) = 0.655 eV
<S²> = 3.770

This record from the Open Molecules 2025 dataset describes a molecular structure, C22H25LiN3S. The level of theory is ωB97M-V with the def2-TZVPD basis set.

Geometry (Å):
Li  0.0400  0.1814  0.0517
C  -2.6783  1.4142  0.0499
N  -1.8404  0.5811  -0.7948
C  -1.4699  1.3040  -1.9966
C  -2.4217  -0.6998  -1.0923
C  -3.7229  -0.8172  -1.5360
C  -4.2981  -2.0595  -1.7656
C  -3.5599  -3.1924  -1.4706
C  -2.2611  -3.0938  -1.0199
C  -1.6127  -1.8485  -0.8732
N  -0.3508  -1.6115  -0.4569
C  0.6687  -2.4904  -0.3597
C  0.7671  -3.7760  -0.9353
C  1.8694  -4.5803  -0.7416
C  2.9492  -4.1398  0.0033
C  2.9263  -2.8426  0.4976
C  1.8286  -2.0261  0.3192
N  1.8244  -0.6615  0.7723
C  3.0064  0.0825  0.3734
C  1.6337  -0.5619  2.2066
H  -3.5327  1.8570  -0.4877
H  -2.0645  2.2238  0.4443
H  -3.0516  0.8181  0.8806
H  -2.3519  1.6074  -2.5848
H  -0.8363  0.6719  -2.6161
H  -0.9137  2.1955  -1.7108
H  -4.3135  0.0756  -1.7028
H  -5.3106  -2.1391  -2.1385
H  -4.0035  -4.1752  -1.5868
H  -1.7527  -3.9983  -0.7296
H  -0.0149  -4.1313  -1.5855
H  1.8847  -5.5687  -1.1883
H  3.8048  -4.7802  0.1719
H  3.7931  -2.4654  1.0266
H  3.9016  -0.1762  0.9621
H  2.8014  1.1444  0.5086
H  3.2071  -0.1054  -0.6798
H  2.4945  -0.9625  2.7673
H  0.7417  -1.1172  2.4909
H  1.5003  0.4864  2.4697
S  0.5646  2.5438  0.6916
C  0.8978  4.1523  1.1883
C  2.0397  4.4592  1.9429
C  2.3077  5.7535  2.3278
C  1.4524  6.7902  1.9783
C  0.3172  6.5001  1.2332
C  0.0412  5.2086  0.8450
H  2.7134  3.6581  2.2186
H  3.1985  5.9624  2.9094
H  1.6674  7.8069  2.2809
H  -0.3612  7.2974  0.9509
H  -0.8458  4.9914  0.2638

Results
E_HOMO = -3.654 eV
Maximum force = 0.692 eV/Å
Total charge = -1
Orbital gap = 0.2387 Eh

This record from the Open Molecules 2025 dataset describes a single C22H25N3O5 molecule. The level of theory is ωB97M-V with the def2-TZVPD basis set.

Geometry (Å):
C  -2.7936  -2.7651  -1.3610
O  -1.7826  -1.7944  -1.2028
C  -2.0409  -0.5477  -0.7342
C  -0.8890  0.2016  -0.4992
C  -0.9707  1.5052  -0.0446
C  0.2338  2.2676  0.1947
N  0.2736  3.5471  0.4697
O  1.5966  3.8449  0.6049
C  2.2755  2.7126  0.4040
C  3.7536  2.6942  0.4800
C  4.4118  2.5284  -0.9008
C  4.0073  1.2469  -1.6351
C  4.3781  -0.0004  -0.8367
O  5.4644  -0.5385  -0.9191
N  3.3883  -0.4292  -0.0341
C  3.5122  -1.5828  0.8337
C  2.2251  -2.3619  0.8411
C  1.1229  -1.8639  1.5263
C  -0.0733  -2.5575  1.5326
C  -0.1813  -3.7576  0.8517
C  0.9068  -4.2530  0.1549
C  2.1034  -3.5573  0.1473
N  1.4854  1.7130  0.1503
C  -2.2151  2.0944  0.1685
C  -3.3700  1.3710  -0.0669
O  -4.6231  1.8954  0.0798
C  -4.7463  3.2357  0.4920
C  -3.3008  0.0275  -0.5013
O  -4.4246  -0.7188  -0.7600
C  -5.5092  -0.6601  0.1460
H  -3.2853  -2.9945  -0.4126
H  -2.2713  -3.6516  -1.7206
H  -3.5429  -2.4568  -2.0919
H  0.0629  -0.2692  -0.6785
H  4.0580  1.8651  1.1211
H  4.0829  3.6331  0.9276
H  4.1587  3.3896  -1.5235
H  5.4927  2.5230  -0.7522
H  4.5493  1.2088  -2.5809
H  2.9368  1.2488  -1.8403
H  2.5320  0.1136  0.0300
H  4.3447  -2.1822  0.4574
H  3.7529  -1.2557  1.8556
H  1.2045  -0.9275  2.0604
H  -0.9212  -2.1598  2.0713
H  -1.1109  -4.3071  0.8648
H  0.8250  -5.1860  -0.3836
H  2.9519  -3.9455  -0.3970
H  -2.2421  3.1175  0.5005
H  -4.3169  3.3926  1.4862
H  -4.2761  3.9195  -0.2205
H  -5.8172  3.4305  0.5267
H  -5.1633  -0.5892  1.1800
H  -6.0537  -1.5953  0.0087
H  -6.1696  0.1810  -0.0705

Results
E_HOMO = -8.358 eV
Maximum force = 1.248 eV/Å
Orbital gap = 0.3282 Eh
Energy relative to the best compared isomer or geometry (same formula, charge and spin) = 4.030 eV
SMILES = COc1cc(-c2noc(CCCC(=O)NCc3ccccc3)n2)cc(OC)c1OC

This record from the Open Molecules 2025 dataset describes a single C22H25N3O5S2 molecule. The level of theory is ωB97M-V with the def2-TZVPD basis set.

Geometry (Å):
C  -5.7588  -1.6147  0.6937
O  -4.5735  -1.0516  0.1902
C  -4.3968  0.3023  0.2854
C  -5.2770  1.1862  0.8847
C  -4.9850  2.5418  0.9287
C  -3.8161  3.0405  0.3792
C  -3.4863  4.5010  0.4453
C  -2.9315  2.1547  -0.2265
C  -3.2070  0.7996  -0.2819
N  -2.3595  -0.1445  -0.8771
C  -1.1541  0.0528  -1.4417
O  -0.5914  1.1219  -1.5758
C  -0.5020  -1.2612  -1.9058
N  -0.1339  -2.1154  -0.7849
C  -1.0577  -3.0193  -0.3616
O  -2.1540  -3.1083  -0.8817
C  -0.6595  -3.8787  0.8124
S  1.0008  -4.5735  0.5733
C  1.8084  -3.0155  0.4065
C  3.1003  -2.8534  0.8893
C  3.7340  -1.6277  0.7905
C  3.0536  -0.5689  0.2208
S  3.8433  1.0350  0.0415
O  4.4125  1.0759  -1.2758
O  4.7155  1.2257  1.1678
N  2.5292  2.0484  0.1210
C  2.2398  2.9035  -1.0203
C  2.4634  4.3207  -0.4984
C  1.9344  4.2139  0.9314
C  2.3354  2.7944  1.3557
C  1.7771  -0.7176  -0.2781
C  1.1340  -1.9502  -0.2051
H  -5.8499  -1.4607  1.7739
H  -5.6836  -2.6806  0.4850
H  -6.6417  -1.2068  0.1916
H  -6.1969  0.8327  1.3227
H  -5.6872  3.2131  1.4004
H  -2.9609  4.8170  -0.4526
H  -4.3877  5.0981  0.5575
H  -2.8396  4.6999  1.3005
H  -2.0186  2.5206  -0.6658
H  -2.7322  -1.0910  -0.8566
H  0.3902  -1.0304  -2.4894
H  -1.2141  -1.8209  -2.5198
H  -0.6555  -3.2900  1.7331
H  -1.3604  -4.7058  0.9079
H  3.5951  -3.7001  1.3385
H  4.7333  -1.4751  1.1628
H  2.8982  2.6272  -1.8420
H  1.1976  2.7478  -1.3170
H  1.9419  5.0715  -1.0878
H  3.5303  4.5476  -0.4912
H  2.3502  4.9690  1.5953
H  0.8479  4.3070  0.9293
H  3.2701  2.7809  1.9218
H  1.5578  2.3115  1.9557
H  1.2969  0.1430  -0.7112

Results
E_HOMO = -8.236 eV
Maximum force = 1.209 eV/Å
Orbital gap = 0.3188 Eh
Energy relative to the best compared isomer or geometry (same formula, charge and spin) = 0.543 eV
SMILES = COc1ccc(C)cc1NC(=O)CN1C(=O)CSc2ccc(S(=O)(=O)N3CCCC3)cc21

Question: Among the records above, which one has the lowest maximum force?
Answer: C22H25LiN3S